Record 1
{"formula": "C17H23N3O6S", "method": "ωB97M-V with the def2-TZVPD basis set", "lumo_ev": 0.2, "elements": ["O", "O", "O", "O", "O", "O", "C", "C", "C", "C", "C", "C", "C", "C", "C", "N", "N", "N", "C", "C", "C", "C", "C", "C", "C", "C", "S", "H", "H", "H", "H", "H", "H", "H", "H", "H", "H", "H", "H", "H", "H", "H", "H", "H", "H", "H", "H", "H", "H", "H"], "positions_angstrom": [[1.302, -0.366, -3.563], [1.088, -0.854, 5.997], [-2.809, -0.849, -4.273], [-2.926, -1.685, 6.596], [-2.815, -2.861, 4.394], [2.052, 1.074, -1.998], [1.160, 0.341, -2.652], [0.001, -0.953, 5.590], [-1.662, -0.602, -3.962], [-1.365, -0.602, 0.540], [-3.400, 0.683, 0.824], [-1.361, -0.915, 1.938], [-3.347, 0.494, 2.203], [-2.489, 0.006, -0.009], [-2.252, -0.282, 2.824], [-0.856, -0.887, -5.016], [-0.076, 0.347, -2.116], [-0.648, -2.137, 5.666], [3.582, 1.881, -3.665], [4.020, 1.807, -1.133], [3.957, -0.347, -2.462], [-0.685, 0.171, 4.768], [3.376, 1.115, -2.389], [-2.580, 0.289, -1.502], [-2.095, -0.301, 4.400], [-1.334, -0.370, -2.469], [-2.236, -1.843, 5.262], [-0.561, -1.010, -0.045], [-4.252, 1.273, 0.371], [-0.463, -1.473, 2.242], [-3.923, 1.105, 2.808], [-1.190, -1.550, -5.683], [0.123, -0.877, -4.679], [-0.140, 1.037, -1.403], [-0.459, -2.571, 6.510], [4.643, 2.036, -4.052], [3.104, 2.895, -3.530], [3.089, 1.352, -4.501], [3.994, 1.239, -0.212], [5.058, 1.830, -1.460], [3.778, 2.886, -1.081], [3.787, -0.825, -1.484], [3.559, -0.984, -3.200], [5.084, -0.288, -2.677], [-0.676, 0.949, 5.447], [-0.059, 0.450, 3.912], [-3.602, -0.019, -1.931], [-2.433, 1.313, -1.719], [-2.847, 0.305, 4.784], [-1.217, -1.427, -2.211]], "forces_ev_per_angstrom": [[3.0, -2.9, -4.6], [3.6, 1.0, 1.8], [-2.5, 0.6, 1.8], [1.7, 0.3, -3.3], [1.3, 1.3, 0.8], [-2.7, 0.4, 0.3], [-2.4, 0.5, 2.4], [-0.3, 1.2, -2.7], [-2.2, -1.2, -2.1], [-1.7, -1.2, 1.8], [-1.0, -0.8, 0.2], [0.7, 1.5, -0.4], [3.5, -1.4, -0.3], [1.2, 1.3, -0.9], [-1.5, -0.1, -0.9], [4.1, 1.4, 2.4], [-1.2, 1.6, 1.6], [-1.9, 1.0, -2.7], [0.1, 1.3, -1.3], [1.3, 0.5, -2.5], [2.0, 1.3, 1.0], [0.2, -2.1, -0.1], [2.8, -1.3, 1.4], [0.6, -2.4, -2.5], [2.0, 0.0, -3.1], [0.1, 0.4, 0.9], [-4.9, -3.2, 2.9], [0.0, 0.0, -0.3], [1.2, -0.7, 0.6], [-0.6, 0.1, 0.4], [-1.4, 0.8, 1.3], [-0.4, 0.0, -0.1], [-0.5, -0.4, -1.3], [-0.6, 0.3, 0.7], [0.0, -1.6, 1.9], [-1.2, -0.3, 1.1], [0.5, -0.9, -0.4], [-0.1, 0.3, 0.4], [-0.5, 0.0, 0.1], [0.5, 0.0, 0.4], [-0.5, -0.7, 0.4], [0.3, 0.1, -0.3], [-0.7, -0.4, -1.0], [-1.5, 0.0, 0.6], [-0.2, 2.0, 1.3], [-0.2, -0.3, 0.2], [1.8, 0.3, 0.5], [-0.2, 1.4, 0.0], [-1.3, 1.0, 1.0], [0.0, 0.0, 0.5]]}

Record 2
{"formula": "C6H8", "method": "ωB97M-V with the def2-TZVPD basis set", "lumo_ev": 1.2, "elements": ["C", "C", "C", "C", "C", "C", "H", "H", "H", "H", "H", "H", "H", "H"], "positions_angstrom": [[-0.866, 2.534, -0.759], [-0.125, 1.864, -0.086], [0.656, 0.865, 0.654], [-0.110, -0.451, 0.599], [0.506, -1.772, 0.234], [-0.407, -1.070, -0.732], [-1.537, 3.105, -1.360], [1.657, 0.767, 0.214], [0.803, 1.179, 1.695], [-0.922, -0.496, 1.320], [0.141, -2.654, 0.753], [1.561, -1.811, -0.021], [0.052, -0.609, -1.603], [-1.410, -1.449, -0.908]], "forces_ev_per_angstrom": [[0.3, -0.2, 0.3], [-0.3, 0.3, -0.3], [0.0, 0.0, 0.0], [-0.1, 0.0, 0.1], [0.1, -0.1, 0.1], [-0.1, 0.0, -0.2], [0.1, 0.0, 0.1], [-0.2, 0.0, 0.0], [0.0, 0.0, -0.2], [0.1, 0.0, -0.1], [0.1, 0.1, -0.1], [-0.1, 0.1, 0.1], [-0.1, -0.1, 0.2], [0.2, 0.0, 0.0]]}

Record 3
{"formula": "C15H48N4O9", "method": "ωB97M-V with the def2-TZVPD basis set", "lumo_ev": 0.3, "elements": ["N", "C", "N", "O", "H", "H", "H", "H", "N", "C", "N", "O", "H", "H", "H", "H", "C", "C", "O", "H", "H", "H", "H", "H", "H", "C", "C", "O", "H", "H", "H", "H", "H", "H", "C", "C", "O", "H", "H", "H", "H", "H", "H", "C", "C", "O", "H", "H", "H", "H", "H", "H", "C", "C", "O", "H", "H", "H", "H", "H", "H", "C", "C", "O", "H", "H", "H", "H", "H", "H", "C", "O", "H", "H", "H", "H"], "positions_angstrom": [[2.765, -0.841, -1.729], [2.912, 0.321, -1.205], [3.116, 1.336, -1.978], [2.763, 0.424, 0.137], [2.528, -1.581, -1.025], [2.918, -1.116, -2.697], [3.032, 2.262, -1.480], [3.355, 1.401, -3.014], [-1.366, 5.362, 1.255], [-2.037, 4.520, 0.548], [-1.512, 3.308, 0.427], [-3.249, 4.889, -0.010], [-1.619, 6.404, 1.431], [-0.446, 5.244, 1.718], [-1.946, 2.672, -0.255], [-0.613, 3.092, 0.874], [-1.281, -1.001, 0.388], [-0.714, -0.166, -0.725], [-1.746, 0.445, -1.381], [-1.767, -0.316, 1.042], [-0.410, -1.317, 0.990], [-1.903, -1.853, 0.113], [-0.195, -0.788, -1.429], [-0.089, 0.597, -0.316], [-1.422, 0.861, -2.166], [-1.185, 3.630, -2.911], [0.141, 3.336, -2.424], [0.447, 2.029, -2.840], [-1.130, 3.551, -3.978], [-1.553, 4.640, -2.626], [-1.898, 2.857, -2.609], [0.181, 3.407, -1.361], [0.941, 4.008, -2.802], [1.271, 1.739, -2.550], [-0.401, 1.687, 2.946], [0.873, 1.487, 2.197], [1.159, 2.542, 1.284], [-0.394, 1.001, 3.826], [-1.336, 1.566, 2.412], [-0.426, 2.637, 3.413], [0.724, 0.558, 1.592], [1.771, 1.389, 2.795], [1.835, 2.154, 0.755], [-3.423, -0.621, 3.197], [-3.952, 0.799, 3.409], [-3.661, 1.341, 4.666], [-2.299, -0.538, 3.052], [-3.744, -1.018, 2.220], [-3.627, -1.309, 3.990], [-5.079, 0.872, 3.299], [-3.556, 1.494, 2.643], [-3.411, 2.262, 4.579], [-0.254, -4.885, 2.801], [-0.429, -3.529, 2.259], [0.778, -2.847, 2.500], [0.708, -5.268, 2.559], [-1.034, -5.494, 2.320], [-0.364, -4.981, 3.847], [-1.185, -3.017, 2.837], [-0.879, -3.490, 1.319], [0.710, -2.437, 3.373], [1.596, -2.727, -4.449], [3.072, -3.012, -4.259], [3.557, -1.732, -4.274], [1.000, -3.650, -4.423], [1.466, -2.177, -5.392], [1.176, -2.110, -3.679], [3.515, -3.722, -5.003], [3.379, -3.409, -3.332], [4.441, -1.830, -3.950], [1.556, -3.767, -0.761], [1.993, -2.647, 0.063], [2.293, -4.164, -1.474], [0.704, -3.460, -1.342], [1.225, -4.563, -0.151], [1.635, -2.744, 0.928]], "forces_ev_per_angstrom": [[-0.3, -3.9, -0.5], [-1.1, -1.2, 7.0], [1.0, 6.0, -2.4], [0.5, 0.9, -4.9], [0.3, 0.8, -0.6], [-0.1, 0.7, 0.2], [0.6, -1.5, -0.9], [-0.5, -0.8, 2.3], [2.9, 6.2, 3.8], [-7.3, 0.6, -3.9], [-0.1, -1.3, -0.5], [5.7, -1.8, 2.4], [-0.3, -3.0, -1.0], [-1.0, -0.9, -0.9], [0.4, 0.4, 0.7], [-0.4, 0.0, -0.7], [1.6, 0.1, 0.6], [0.0, -1.1, 0.1], [-2.5, 0.7, -0.4], [-1.0, 0.3, 0.4], [-0.3, -0.3, -0.3], [0.0, 0.2, -0.2], [0.9, -0.4, -0.3], [1.1, 0.3, 0.4], [0.5, 0.4, -0.8], [-1.8, 1.1, -0.6], [2.4, 0.2, 0.5], [-2.5, -0.4, -1.3], [-0.3, 0.2, -0.8], [0.1, -0.8, -0.1], [0.0, 0.3, 0.3], [0.1, 0.0, 1.0], [-0.6, 0.1, -0.1], [2.1, -0.6, 1.0], [0.2, -0.7, 1.7], [-0.2, -1.3, -1.4], [-1.3, 0.9, 0.7], [-0.2, 0.1, -0.7], [0.2, -0.2, -0.4], [-0.1, 1.3, 0.4], [0.6, 0.5, 0.6], [-0.1, -0.3, 0.6], [1.3, -0.6, -1.1], [1.8, 1.1, -1.2], [-1.7, 0.6, -1.1], [0.7, -0.3, 1.1], [-1.2, -0.2, 0.6], [-0.3, 0.1, 0.5], [-0.3, -0.3, 0.5], [1.0, -0.5, -0.1], [-0.1, -0.6, 0.0], [0.0, 0.0, -0.1], [-1.5, -1.6, -1.3], [-0.4, 0.4, 3.2], [0.7, 1.1, -0.5], [0.8, -0.4, -0.5], [0.3, -0.4, 0.3], [-0.2, 0.2, 1.2], [-0.6, 0.2, 0.3], [0.5, 0.1, -2.2], [0.2, 0.0, -0.4], [-0.6, -1.7, -0.5], [-1.6, -1.0, -1.0], [1.8, 1.9, -0.8], [0.0, 0.2, -0.4], [0.0, -0.4, 0.2], [0.1, 0.5, 0.6], [-0.4, 0.8, 0.0], [-0.4, -1.1, 1.5], [1.2, 0.7, 0.1], [0.1, 1.2, 0.2], [0.6, -1.5, -2.4], [0.3, 0.5, 0.5], [-0.5, 0.3, -0.4], [-0.2, -1.0, 0.8], [-0.5, 0.1, 1.5]]}